No. 1
Density functional theory data (the ωB97M-V functional and the def2-TZVPD basis) for a cluster of 2 separate species, C5H11NO3 in total.

The geometry in XYZ format:
```
20
Properties=species:S:1:pos:R:3
O -0.7608 -0.6907 2.1676
O 2.0699 0.6386 0.1801
O 0.2797 1.7171 1.4936
N 1.3367 -0.5871 -1.6471
C -1.2965 -1.4906 -0.0437
C -1.0621 -0.2849 0.8575
C -0.4723 1.7604 -0.8444
C 1.8703 -0.6000 -0.5040
C -0.1310 1.1964 0.4836
H 1.8016 0.5765 1.1211
H -2.0238 0.2443 0.8981
H -0.0731 -0.1033 2.5160
H -0.0731 2.7706 -0.9386
H -1.5464 1.7520 -1.0044
H -0.4959 -2.2233 0.0556
H 2.7003 -1.2490 -0.1980
H -1.5457 -1.1781 -1.0554
H -2.1737 -2.0270 0.3205
H 0.0043 1.1401 -1.6106
H 1.5914 -1.3619 -2.2474
```

SMILES string = CC(=O)[C@@H](C)O.[H]/N=C/O
Maximum force = 4.44 eV/A
Kohn-Sham gap = 9.878 eV
E_LUMO = 0.7 eV
Charge = 0
Energy relative to the best compared isomer or geometry (same formula, charge and spin) = 78.3 kcal per mole

Results of the Mulliken charge analysis, in e, for atoms 1 through 8: atom 1 (O): -0.566, atom 2 (O): -0.454, atom 3 (O): -0.636, atom 4 (N): -0.383, atom 5 (C): -1.263, atom 6 (C): 0.311, atom 7 (C): -1.409, atom 8 (C): -0.169

No. 2
Density functional theory data (the ωB97M-V functional and the def2-TZVPD basis) for a structure of composition C5H11NO3.

The geometry in XYZ format:
```
20
Properties=species:S:1:pos:R:3
O 1.3490 2.0760 -0.2199
O 0.8573 0.8102 0.1581
O 3.1377 1.0724 1.3131
N 1.8283 -0.8751 1.6098
C -1.1715 0.8393 -1.3426
C -0.0376 -1.4148 -1.0128
C -0.7290 -0.2426 -0.4094
C -1.6677 -0.5241 0.7183
C 2.2533 0.2498 1.2380
H -2.6242 -0.8318 0.2765
H -0.6598 -1.7825 -1.8383
H -0.4463 0.9971 -2.1368
H 1.6548 2.5335 0.5962
H -1.8570 0.3721 1.3064
H -2.1725 0.6120 -1.7206
H 0.0958 -2.2294 -0.3085
H -1.3127 -1.3147 1.3694
H 0.9397 -1.1070 -1.3804
H -1.2110 1.7972 -0.8196
H 1.7735 -1.0376 2.6034
```

Maximum force = 2.83 eV/A
Kohn-Sham gap = 8.265 eV
E_LUMO = -0.4 eV
Charge = 0
Energy relative to the best compared isomer or geometry (same formula, charge and spin) = 148.0 kcal per mole

Results of the Mulliken charge analysis, in e, for atoms 1 through 8: atom 1 (O): -0.433, atom 2 (O): -0.275, atom 3 (O): -0.526, atom 4 (N): -0.576, atom 5 (C): -1.587, atom 6 (C): -1.529, atom 7 (C): 1.819, atom 8 (C): -1.511

No. 3
Density functional theory data (the ωB97M-V functional and the def2-TZVPD basis) for a structure of composition C5H11NO3.

The geometry in XYZ format:
```
20
Properties=species:S:1:pos:R:3
O 0.1584 0.9808 0.5864
O 0.7491 0.2971 2.5571
O 0.6190 -0.7306 0.5209
N -0.0391 0.0161 -1.5891
C -0.1862 0.3500 1.6097
C 2.0977 0.4345 -1.0352
C -1.4989 -0.4184 1.9062
C 0.8511 -0.1991 -0.5483
C -1.4322 -0.5136 -1.6759
H 0.4258 0.1700 -2.4394
H -1.5390 -0.9386 -0.6641
H -2.0336 0.4101 -2.0266
H 2.8679 -0.3644 -0.4911
H -1.2752 -1.4569 2.4543
H 2.3547 0.6554 -2.0719
H 2.2146 1.4420 -0.4787
H -1.5800 -1.2854 -2.5786
H -2.1132 0.2664 2.6022
H -2.0167 -0.4103 0.9004
H 1.3759 1.2948 2.4617
```

Maximum force = 14.62 eV/A
Kohn-Sham gap = 8.066 eV
E_LUMO = 0.7 eV
Charge = 0
Energy relative to the best compared isomer or geometry (same formula, charge and spin) = 189.2 kcal per mole

Results of the Mulliken charge analysis, in e, for atoms 1 through 8: atom 1 (O): -0.707, atom 2 (O): -0.539, atom 3 (O): -0.615, atom 4 (N): -0.201, atom 5 (C): 0.740, atom 6 (C): -1.200, atom 7 (C): -0.825, atom 8 (C): 0.986

No. 4
Density functional theory data (the ωB97M-V functional and the def2-TZVPD basis) for an isolated molecule of C5H11NO3S.

The geometry in XYZ format:
```
21
Properties=species:S:1:pos:R:3
S 2.0576 0.2708 0.0118
O 2.2561 1.0364 -1.1727
O 2.0778 -1.3369 -0.3640
O 2.8702 0.5406 1.1404
N 0.4310 0.0620 0.3652
C -0.4829 0.9626 -0.2947
C -0.3733 2.3090 0.4161
C 0.0999 -2.5805 0.4018
C -1.8912 0.3829 -0.2327
C 0.6921 -1.4629 -0.4051
H 0.7699 -2.8391 1.2161
H 0.2970 -1.3499 -1.4146
H -2.1424 0.1435 0.7975
H -0.8603 -2.2739 0.8078
H -0.0467 -3.4498 -0.2364
H -2.6069 1.1020 -0.6205
H -0.5592 2.1954 1.4813
H -0.1737 1.1060 -1.3431
H -1.9535 -0.5250 -0.8275
H 0.6316 2.6960 0.2731
H -1.0929 3.0110 0.0004
```

Maximum force = 4.04 eV/A
Kohn-Sham gap = 11.188 eV
E_LUMO = 0.8 eV
Charge = 0
Energy relative to the best compared isomer or geometry (same formula, charge and spin) = 26.7 kcal per mole

Results of the Mulliken charge analysis, in e, for atoms 1 through 8: atom 1 (S): 0.937, atom 2 (O): -0.564, atom 3 (O): -0.386, atom 4 (O): -0.549, atom 5 (N): -0.291, atom 6 (C): 0.690, atom 7 (C): -1.436, atom 8 (C): -1.255

No. 5
Density functional theory data (the ωB97M-V functional and the def2-TZVPD basis) for an isolated molecule of C5H11NO3S2.

The geometry in XYZ format:
```
22
Properties=species:S:1:pos:R:3
S 3.6089 0.1532 -0.8433
S 1.6139 0.9788 0.1790
O 2.1376 1.5917 1.3977
O 0.8265 1.7400 -0.7975
O 3.1004 -1.2506 -0.7993
N -1.0355 -0.6428 0.3545
C 4.7458 0.2235 0.6558
C -1.8963 0.1689 -0.1124
C 0.2856 -0.7403 0.6733
C -3.2373 -0.3325 -0.0013
C -4.1148 -0.1132 -1.2248
H 0.3705 -1.0703 1.6621
H -5.2192 -0.2911 -1.0637
H -3.2300 -1.3535 0.2755
H -3.9588 -0.7848 -2.1190
H 4.8574 -0.8392 0.8677
H 5.4839 1.0642 0.3790
H 4.1135 0.5767 1.6189
H -3.9872 0.8231 -1.4898
H 0.9510 -1.3385 -0.0151
H -1.6820 1.1703 -0.3887
H -3.7340 0.2665 0.7915
```

Maximum force = 5.40 eV/A
Kohn-Sham gap (alpha / beta) = 7.232 / 7.233 eV
E_LUMO (alpha / beta) = -0.9 / -0.9 eV
Charge = 0
Energy relative to the best compared isomer or geometry (same formula, charge and spin) = 68.8 kcal per mole

Results of the Mulliken charge analysis, in e, for atoms 1 through 8: atom 1 (S): 0.397, atom 2 (S): 0.923, atom 3 (O): -0.605, atom 4 (O): -0.611, atom 5 (O): -0.608, atom 6 (N): -0.273, atom 7 (C): -0.803, atom 8 (C): -0.143

No. 6
Density functional theory data (the ωB97M-V functional and the def2-TZVPD basis) for an isolated molecule of C5H11NO4.

The geometry in XYZ format:
```
21
Properties=species:S:1:pos:R:3
O -0.5950 1.9417 -0.4519
O 1.4135 2.1424 0.6636
O -0.9622 -2.7637 1.6797
O 0.7501 -2.8037 0.1845
N -0.5042 -1.0053 0.1432
C -0.2780 -2.2753 0.8341
C 1.3923 0.8158 -1.2847
C 0.5853 1.2713 -0.0740
C -1.9273 -0.7575 -0.0924
C 0.1813 0.0906 0.8297
H 2.2936 0.3051 -0.9566
H 1.1044 -0.2981 1.2662
H -2.4848 -0.7000 0.8471
H -2.0370 0.1803 -0.6280
H 0.7875 0.1520 -1.8973
H -0.3582 2.6769 -1.0309
H -2.3250 -1.5770 -0.6882
H -0.4511 0.4775 1.6402
H 1.6846 1.6838 -1.8731
H 0.8099 -2.0289 -0.5363
H 0.9201 2.4719 1.4252
```

SMILES string = CN(CC(C)(O)O)C(=O)O
Maximum force = 2.88 eV/A
Kohn-Sham gap = 10.204 eV
E_LUMO = 0.5 eV
Charge = 0
Energy relative to the best compared isomer or geometry (same formula, charge and spin) = 27.0 kcal per mole

Results of the Mulliken charge analysis, in e, for atoms 1 through 8: atom 1 (O): -0.554, atom 2 (O): -0.584, atom 3 (O): -0.535, atom 4 (O): -0.540, atom 5 (N): -0.095, atom 6 (C): 0.550, atom 7 (C): -1.574, atom 8 (C): 1.030

No. 7
Density functional theory data (the ωB97M-V functional and the def2-TZVPD basis) for an isolated molecule of C5H11NO4.

The geometry in XYZ format:
```
21
Properties=species:S:1:pos:R:3
O 1.5687 0.1691 1.7313
O 2.3281 -1.1435 -0.4560
O -2.1086 1.9003 -0.0481
O -1.5018 -0.6839 0.2172
N -1.3308 -0.6266 -1.1064
C 0.6059 -0.4239 0.9147
C -0.7156 0.3155 0.9079
C 1.0832 -0.5550 -0.5143
C -0.0010 -1.2391 -1.3828
C -0.7720 1.6094 0.1656
H -1.1685 0.4232 1.9126
H -2.1677 2.5953 -0.7550
H 1.2584 0.4321 -0.5736
H -0.1974 1.6714 -0.7330
H -0.3398 2.3767 0.8414
H 0.4349 -1.3736 1.2672
H 2.0578 -0.4132 2.3854
H 2.7134 -0.6904 0.3191
H 0.3937 -0.9755 -2.3976
H -2.1051 -1.0663 -1.5717
H -0.0358 -2.3019 -1.1242
```

SMILES string = OC[C@H]1ONC[C@H](O)[C@H]1O
Maximum force = 4.57 eV/A
Kohn-Sham gap = 9.093 eV
E_LUMO = 0.6 eV
Charge = 0
Energy relative to the best compared isomer or geometry (same formula, charge and spin) = 118.1 kcal per mole

Results of the Mulliken charge analysis, in e, for atoms 1 through 8: atom 1 (O): -0.681, atom 2 (O): -0.642, atom 3 (O): -0.522, atom 4 (O): -0.339, atom 5 (N): -0.289, atom 6 (C): -0.280, atom 7 (C): 0.071, atom 8 (C): -0.426

No. 8
Density functional theory data (the ωB97M-V functional and the def2-TZVPD basis) for an isolated molecule of C5H11NO4S.

The geometry in XYZ format:
```
22
Properties=species:S:1:pos:R:3
S 0.3472 -1.0026 -0.3577
O 0.0675 -1.9812 -1.3778
O 0.7469 -1.4656 0.9476
O 2.3714 1.6317 0.1306
O 1.5662 -0.0520 -0.9793
N 2.5145 0.4539 -0.1403
C -2.0479 -0.8987 0.5002
C 3.3520 -0.4008 0.2745
C -1.4578 0.6817 -1.3942
C -0.5904 1.1317 1.0004
C -1.0391 0.1416 -0.0409
H -1.2920 -0.0985 -2.0388
H -3.0435 -0.3244 0.5385
H 3.2264 -1.4908 0.0520
H 0.3046 1.7588 0.7071
H -2.4044 1.0637 -1.3564
H 4.2631 0.0463 0.8199
H -2.3000 -1.8015 -0.2204
H -1.8944 -1.3837 1.4574
H -0.2787 0.5019 1.9247
H -0.9432 1.6531 -1.7156
H -1.4685 1.8353 1.2687
```

SMILES string = C=[N+]([O-])OS(=O)(=O)C(C)(C)C
Maximum force = 3.92 eV/A
Kohn-Sham gap = 10.199 eV
E_LUMO = 0.6 eV
Charge = 0
Energy relative to the best compared isomer or geometry (same formula, charge and spin) = 140.2 kcal per mole

Results of the Mulliken charge analysis, in e, for atoms 1 through 8: atom 1 (S): 1.225, atom 2 (O): -0.657, atom 3 (O): -0.610, atom 4 (O): -0.694, atom 5 (O): -0.259, atom 6 (N): 0.654, atom 7 (C): -1.457, atom 8 (C): -0.433